Record 1
Below is a 2-piece molecular cluster, CH5PS overall, with properties calculated with the ωB97M-V functional and the def2-TZVPD basis.

XYZ file:
```
8
Properties=species:S:1:pos:R:3:nbo_charge:R:1
C -0.954 1.254 -0.894 -0.4879
P 1.037 -0.977 1.189 0.1925
S 0.049 -1.731 -0.414 -0.2286
H -2.077 1.102 -0.956 0.1979
H -0.252 1.365 -1.701 0.1756
H -0.382 1.213 0.023 0.1679
H 0.337 -1.618 2.173 -0.0257
H 2.326 -1.812 1.478 0.0084
```

Frontier orbital gap (spin up / spin down) in Eh: 0.24396 / 0.33638
Molecular weight in g/mol: 80.1
Energy relative to the best compared isomer or geometry (same formula, charge and spin) in kJ/mol: 323.0
E_HOMO (spin up / spin down) in eV: -8.73 / -9.14
LUMO energy (spin up / spin down) in eV: -2.092 / 0.013
Spin multiplicity: 1
Total energy in a.u.: -780.49952
Charge: 0

Record 2
Below is one molecule with the formula C2H4I2S, with properties calculated with the ωB97M-V functional and the def2-TZVPD basis.

XYZ file:
```
9
Properties=species:S:1:pos:R:3:nbo_charge:R:1
S -1.897 -0.598 -0.069 -0.0172
C -0.495 0.491 0.090 -0.5827
C 0.917 -0.115 -0.558 -0.4813
I 2.197 1.625 -0.097 0.1118
I 1.314 -2.005 0.391 0.1583
H -1.828 -1.190 1.157 0.1352
H -0.196 0.631 1.042 0.2133
H -0.945 1.450 -0.327 0.2510
H 0.933 -0.289 -1.628 0.2115
```

Frontier orbital gap in Eh: 0.32424
Molecular weight in g/mol: 313.9
Energy relative to the best compared isomer or geometry (same formula, charge and spin) in kJ/mol: 25.2
E_HOMO in eV: -9.24
LUMO energy in eV: -0.412
Spin multiplicity: 1
Total energy in a.u.: -1072.13782
Charge: 0

Record 3
Below is a 2-piece molecular cluster, C6H14N2O2 overall, with properties calculated with the ωB97M-V functional and the def2-TZVPD basis.

XYZ file:
```
24
Properties=species:S:1:pos:R:3:nbo_charge:R:1
C -5.206 4.451 -0.940 -0.4232
N -6.271 4.207 -1.846 -0.4257
C -6.753 5.356 -2.569 -0.4129
C -6.936 3.101 -1.716 0.5266
O -8.042 2.890 -2.293 -0.6489
H -5.537 4.360 0.108 0.1898
H -4.764 5.451 -1.085 0.2051
H -4.428 3.692 -1.130 0.2426
H -7.849 5.456 -2.491 0.2312
H -6.479 5.314 -3.637 0.1971
H -6.285 6.248 -2.120 0.1954
H -6.268 2.378 -1.188 0.1195
C -2.119 5.528 -5.750 -0.4114
N -2.105 4.567 -4.651 -0.4442
C -0.963 3.655 -4.398 -0.4167
C -3.262 4.403 -3.878 0.5259
O -3.298 3.497 -3.046 -0.6294
H -2.602 6.459 -5.410 0.2066
H -2.646 5.167 -6.649 0.1953
H -1.074 5.752 -6.021 0.2113
H -0.015 4.134 -4.694 0.2003
H -1.128 2.775 -5.041 0.2000
H -0.874 3.315 -3.352 0.2396
H -4.098 5.100 -4.128 0.1262
```

Frontier orbital gap in Eh: 0.35253
Molecular weight in g/mol: 146.2
Energy relative to the best compared isomer or geometry (same formula, charge and spin) in kJ/mol: 214.2
E_HOMO in eV: -8.99
LUMO energy in eV: 0.598
Spin multiplicity: 1
Total energy in a.u.: -496.97594
Charge: 0

Record 4
Below is C24H29N5O9P2SeTa as an isolated structure, with properties calculated with the ωB97M-V functional and the def2-TZVPD basis.

XYZ file:
```
71
Properties=species:S:1:pos:R:3:mulliken_charge:R:1
Ta 0.061 0.259 -0.417 0.8504
C 1.801 2.464 -3.169 -0.7528
C 0.946 1.690 -4.034 -0.8235
C -0.207 1.428 -3.385 -0.9650
C -0.155 2.002 -2.027 -0.0542
C 1.159 2.677 -2.003 -0.3825
H 2.786 2.802 -3.430 0.4856
H 1.210 1.387 -5.030 0.5095
H -1.074 0.932 -3.783 0.6792
H -1.032 2.606 -1.787 0.9579
H 1.565 3.229 -1.170 0.1116
C 4.237 -2.076 0.603 -1.5823
C 3.064 -1.158 0.335 0.6062
O 1.807 -1.758 0.599 -0.4377
P 2.970 0.366 1.333 0.4270
O 2.662 0.014 2.836 -0.5554
O 4.309 1.168 1.351 -0.5437
O 1.805 1.137 0.808 -0.3704
P 3.057 -0.345 -1.343 1.0813
O 3.607 -1.370 -2.408 -0.6158
O 3.885 0.867 -1.237 -0.9222
O 1.559 -0.115 -1.573 -0.2233
H 4.249 -2.398 1.646 0.4237
H 5.170 -1.566 0.379 0.4001
H 4.170 -2.956 -0.035 0.3746
H 1.628 -2.398 -0.154 0.2960
H 3.413 -0.197 3.393 0.3285
H 4.519 1.431 0.434 0.4602
H 3.027 -2.128 -2.551 0.4585
C -3.798 -1.795 -3.444 -0.9654
N -2.431 -2.095 -3.075 0.1731
C -1.748 -3.149 -3.587 -0.1261
C -0.468 -3.399 -3.235 -1.1803
C 0.150 -2.592 -2.212 0.3696
O 1.280 -2.823 -1.742 -0.8561
N -0.576 -1.540 -1.742 0.7691
C -1.788 -1.223 -2.233 0.2281
O -2.285 -0.142 -1.912 -0.5664
H -4.291 -2.702 -3.784 0.3836
H -3.823 -1.045 -4.235 0.3013
H -4.309 -1.391 -2.571 0.3127
H -2.286 -3.769 -4.291 0.4271
H 0.091 -4.210 -3.670 0.5342
Se -0.325 3.706 0.693 0.3540
N -0.415 2.061 1.287 -0.2467
C -0.356 2.079 2.628 0.9252
C -0.358 0.972 3.496 0.1349
C -0.328 1.202 4.845 -1.1572
C -0.273 2.506 5.383 -0.6834
C -0.228 3.602 4.572 -0.7619
C -0.270 3.406 3.177 0.1688
N -0.242 4.386 2.273 -0.7886
H -0.404 -0.030 3.099 0.5038
H -0.343 0.369 5.531 0.4828
H -0.265 2.622 6.456 0.4175
H -0.188 4.608 4.957 0.5091
C -0.820 -2.564 1.416 -1.1418
C -1.761 -1.406 1.496 0.2248
C -2.849 -1.306 2.316 -1.1754
C -3.494 -0.092 1.989 -0.8305
C -2.774 0.498 0.990 0.2888
C -3.208 1.737 0.272 -1.3141
N -1.647 -0.275 0.688 2.3692
H -1.289 -3.420 1.893 0.5254
H 0.124 -2.370 1.926 0.0878
H -0.611 -2.831 0.381 0.1589
H -3.157 -2.014 3.060 0.5958
H -4.388 0.294 2.440 0.6036
H -4.293 1.795 0.337 0.4985
H -2.934 1.695 -0.775 0.0993
H -2.818 2.650 0.728 0.1250
```

Frontier orbital gap in Eh: 0.21283
Molecular weight in g/mol: 853.4
Energy relative to the best compared isomer or geometry (same formula, charge and spin) in kJ/mol: 180.7
E_HOMO in eV: -10.15
LUMO energy in eV: -4.359
Spin multiplicity: 1
Total energy in a.u.: -5024.10442
Charge: +1

Record 5
Below is C21H22AuN8O2S2 as an isolated structure, with properties calculated with the ωB97M-V functional and the def2-TZVPD basis.

XYZ file:
```
56
Properties=species:S:1:pos:R:3:nbo_charge:R:1
Au -0.548 0.302 -0.281 1.0673
S 1.370 -0.948 -0.113 -0.0469
C 1.826 -0.672 1.566 0.0656
N 3.087 -0.505 1.776 -0.1747
N 3.631 -0.468 2.986 -0.3921
C 3.120 -1.064 4.189 0.0984
C 2.755 -2.404 4.206 -0.1743
C 2.293 -2.968 5.382 -0.2109
C 2.216 -2.204 6.542 -0.2105
C 2.599 -0.872 6.521 -0.2032
C 3.047 -0.295 5.337 -0.2226
N 0.905 -0.690 2.627 -0.2059
N -0.290 -0.620 2.304 -0.2099
C -1.204 -0.608 3.397 0.1415
C -2.548 -0.533 3.057 -0.2079
C -3.511 -0.517 4.055 -0.2113
C -3.122 -0.578 5.384 -0.1813
C -1.773 -0.659 5.719 -0.1917
C -0.806 -0.677 4.731 -0.2199
H 4.632 -0.382 2.932 0.3928
H 2.818 -2.993 3.299 0.2175
H 2.004 -4.010 5.398 0.2259
H 1.864 -2.652 7.461 0.2255
H 2.546 -0.275 7.421 0.2256
H 3.332 0.749 5.302 0.2256
H -2.824 -0.501 2.011 0.2109
H -4.560 -0.462 3.797 0.2204
H -3.870 -0.567 6.166 0.2237
H -1.477 -0.712 6.758 0.2217
H 0.245 -0.744 4.978 0.2386
C -5.733 2.682 -0.448 -0.3993
N -4.768 1.595 -0.609 -0.3993
C -5.155 0.336 -0.918 0.1374
C -4.292 -0.704 -1.044 -0.4075
C -2.932 -0.386 -0.827 0.6019
O -1.934 -1.199 -0.851 -0.6607
N -2.557 0.872 -0.542 -0.7115
C -3.419 1.924 -0.378 0.7715
O -3.089 3.038 -0.049 -0.5962
H -6.716 2.318 -0.734 0.2107
H -5.447 3.518 -1.082 0.2326
H -5.746 3.022 0.585 0.2263
H -6.220 0.204 -1.059 0.2267
H -4.616 -1.702 -1.284 0.2594
S 0.656 2.179 0.263 0.0105
C 1.948 2.228 -0.863 0.3513
N 3.068 2.890 -0.592 -0.5554
C 4.057 2.738 -1.665 -0.2258
C 3.216 2.110 -2.794 -0.2260
N 1.990 1.731 -2.087 -0.5494
H 3.306 3.154 0.349 0.4351
H 4.858 2.074 -1.339 0.2186
H 4.479 3.699 -1.946 0.2281
H 3.695 1.236 -3.230 0.2296
H 2.988 2.826 -3.583 0.2175
H 1.191 1.302 -2.522 0.4360
```

Frontier orbital gap (spin up / spin down) in Eh: 0.22786 / 0.22780
Molecular weight in g/mol: 679.6
Energy relative to the best compared isomer or geometry (same formula, charge and spin) in kJ/mol: 13.0
E_HOMO (spin up / spin down) in eV: -10.50 / -10.50
LUMO energy (spin up / spin down) in eV: -4.304 / -4.305
Spin multiplicity: 1
Total energy in a.u.: -2333.79873
Charge: +1

Record 6
Below is one molecule with the formula C6H11FN2Si, with properties calculated with the ωB97M-V functional and the def2-TZVPD basis.

XYZ file:
```
21
Properties=species:S:1:pos:R:3:nbo_charge:R:1
C 2.123 -0.953 -0.027 0.0272
C 1.710 1.317 0.425 0.2091
C 3.199 -0.120 -0.048 0.3663
C -0.808 -0.723 -1.644 -1.2109
C -1.749 1.668 0.224 -1.1321
C -1.488 -1.362 1.169 -1.1097
N 2.994 1.262 0.129 -0.4486
N 0.920 0.285 0.412 -0.8289
F 4.430 -0.480 -0.364 -0.2917
Si -0.796 0.023 -0.010 1.8091
H 1.796 -1.918 0.291 0.1949
H 1.210 2.284 0.539 0.1824
H -0.879 0.081 -2.501 0.2532
H 0.151 -1.357 -1.808 0.2602
H -1.732 -1.463 -1.815 0.2567
H -1.548 2.340 -0.616 0.2454
H -2.908 1.563 0.067 0.2548
H -1.550 2.170 1.199 0.2528
H -0.821 -2.138 1.626 0.2479
H -1.859 -0.762 2.053 0.2318
H -2.395 -1.719 0.700 0.2303
```

Frontier orbital gap (spin up / spin down) in Eh: 0.20820 / 0.27478
Molecular weight in g/mol: 158.3
E_HOMO (spin up / spin down) in eV: -4.98 / -9.73
LUMO energy (spin up / spin down) in eV: 0.686 / -2.254
Spin multiplicity: 3
Total energy in a.u.: -733.90455
Charge: 0

Record 7
Below is an isolated ion of composition C6H11O2 and charge -1, with properties calculated with the ωB97M-V functional and the def2-TZVPD basis.

XYZ file:
```
19
Properties=species:S:1:pos:R:3:nbo_charge:R:1
C 1.837 1.012 1.398 -0.6283
C 0.379 0.377 1.174 -0.3906
C 0.091 -0.213 -0.187 -0.2250
C 0.196 0.824 -1.297 -0.6239
C -1.349 -0.795 -0.044 -0.4959
C -1.726 -1.825 -1.132 0.7460
O -2.054 -1.388 -2.252 -0.7913
O -1.708 -3.052 -0.811 -0.8016
H 2.044 1.421 0.370 0.2042
H 2.529 0.301 1.837 0.1990
H 1.864 1.901 2.011 0.1900
H 0.426 -0.501 1.823 0.1983
H -0.353 1.086 1.601 0.1981
H 0.686 -1.086 -0.532 0.2120
H -0.428 1.684 -1.022 0.1844
H 1.202 1.126 -1.501 0.1823
H -0.214 0.396 -2.233 0.2524
H -1.374 -1.317 0.902 0.2007
H -2.048 0.048 -0.105 0.1894
```

Frontier orbital gap in Eh: 0.27040
Molecular weight in g/mol: 115.2
Energy relative to the best compared isomer or geometry (same formula, charge and spin) in kJ/mol: 57.3
E_HOMO in eV: -3.74
LUMO energy in eV: 3.613
Spin multiplicity: 1
Total energy in a.u.: -385.73884
Charge: -1

Record 8
Below is a 2-piece molecular cluster, C6H10O overall, with properties calculated with the ωB97M-V functional and the def2-TZVPD basis.

XYZ file:
```
17
Properties=species:S:1:pos:R:3:nbo_charge:R:1
C -1.751 -0.529 0.031 -0.6027
C -1.346 0.866 -0.384 -0.2293
C -0.815 1.828 0.639 -0.4211
C 0.106 1.250 -0.401 -0.4295
H -2.779 -0.552 0.412 0.2109
H -1.093 -0.900 0.826 0.2020
H -1.689 -1.230 -0.811 0.2046
H -1.962 1.304 -1.169 0.2090
H -1.089 2.876 0.563 0.2139
H -0.710 1.467 1.660 0.2082
H 0.463 1.901 -1.193 0.2138
H 0.825 0.504 -0.074 0.2174
C 1.891 -1.943 0.170 -0.8054
C 3.037 -1.497 -0.295 0.7281
O 4.058 -1.104 -0.700 -0.4532
H 1.030 -2.004 -0.484 0.2679
H 1.823 -2.235 1.209 0.2656
```

Frontier orbital gap in Eh: 0.37698
Molecular weight in g/mol: 98.1
Energy relative to the best compared isomer or geometry (same formula, charge and spin) in kJ/mol: 148.1
E_HOMO in eV: -9.39
LUMO energy in eV: 0.866
Spin multiplicity: 1
Total energy in a.u.: -309.78597
Charge: 0

- Which of these has the highest total energy?
  C6H10O